# 1
This record from the OMol25 dataset describes one molecule with the formula C4H2O4. The level of theory is wB97M-V/def2-TZVPD.

Values from the calculation:
gap between HOMO and LUMO: 0.2867 hartree
relative energy (zero: lowest compared OMol25 entry of this formula, charge and spin): 29.1 kcal per mole
HOMO level: -10.0 eV
net charge: 0
E_tot: -454.50643 Ha

Last column: Mulliken charge in e.
Cartesian coordinates (Å):
O  3.03  -0.08  0.02  -0.403
C  1.90  -0.54  0.08  0.037
C  0.66  0.36  -0.02  0.574
O  0.76  1.55  -0.05  -0.487
C  -0.70  -0.33  -0.04  0.529
O  -0.71  -1.53  -0.11  -0.485
C  -1.94  0.54  0.01  -0.028
O  -3.02  0.03  0.10  -0.386
H  1.72  -1.65  0.27  0.302
H  -1.81  1.64  -0.07  0.347

=====

# 2
This record from the OMol25 dataset describes a 3-piece molecular cluster, C14H39N3O2PS overall. The level of theory is wB97M-V/def2-TZVPD.

Values from the calculation:
gap between HOMO and LUMO: 0.3329 hartree
HOMO level: -11.7 eV
net charge: +1
E_tot: -1610.80762 Ha

Last column: Mulliken charge in e.
Cartesian coordinates (Å):
C  4.45  -3.10  0.47  -1.172
C  3.57  -3.37  -0.76  0.196
S  2.76  -1.91  -1.45  -0.106
C  1.61  -1.54  -0.11  0.314
P  0.09  -2.56  -0.02  0.730
C  -1.34  -1.48  0.17  -0.315
C  -0.13  -3.74  -1.42  -1.130
N  0.06  -5.14  -1.13  -0.244
C  -0.99  -5.72  -0.30  -0.905
H  5.48  -3.40  0.27  0.316
H  4.12  -3.67  1.33  0.341
H  4.46  -2.04  0.73  0.296
H  2.82  -4.13  -0.54  -0.297
H  4.15  -3.76  -1.59  0.502
H  1.27  -0.52  -0.26  -0.688
H  2.10  -1.57  0.86  0.483
H  0.18  -3.34  1.13  0.063
H  -1.03  -0.44  0.13  -0.589
H  -2.06  -1.69  -0.62  0.582
H  -1.82  -1.67  1.13  0.396
H  0.52  -3.41  -2.23  0.450
H  -1.16  -3.59  -1.76  0.585
H  0.97  -5.32  -0.73  0.261
H  -1.08  -5.28  0.70  0.294
H  -0.81  -6.79  -0.19  0.356
H  -1.95  -5.60  -0.81  0.316
C  1.32  3.41  3.01  -1.501
C  1.81  2.65  1.78  0.048
C  0.73  1.79  1.12  -0.207
O  0.41  0.58  1.82  -0.191
C  -0.51  0.73  2.89  -0.944
N  3.01  1.90  2.13  -0.661
H  1.23  2.75  3.88  0.339
H  2.04  4.19  3.27  0.390
H  0.35  3.88  2.83  0.319
H  2.10  3.38  1.02  0.474
H  1.10  1.47  0.14  0.412
H  -0.19  2.37  0.95  0.001
H  -1.25  1.50  2.66  0.385
H  -0.01  0.98  3.82  0.245
H  -1.02  -0.23  3.02  0.354
H  3.45  1.51  1.30  0.274
H  2.77  1.11  2.72  0.298
C  -3.61  2.78  -3.11  -1.547
C  -3.09  1.98  -1.92  0.386
C  -2.73  2.83  -0.70  -0.549
O  -1.53  3.56  -0.82  -0.261
C  -1.63  4.83  -1.44  -0.800
N  -1.97  1.14  -2.36  -0.645
H  -2.80  3.30  -3.62  0.307
H  -4.07  2.11  -3.84  0.389
H  -4.35  3.52  -2.80  0.359
H  -3.89  1.31  -1.60  0.388
H  -2.58  2.15  0.15  0.160
H  -3.56  3.51  -0.43  0.499
H  -2.57  5.31  -1.18  0.364
H  -1.55  4.76  -2.53  0.248
H  -0.81  5.44  -1.07  0.260
H  -1.69  0.54  -1.59  0.019
H  -1.17  1.75  -2.53  0.357

=====

# 3
This record from the OMol25 dataset describes C15H35ClN5O5Pt as an isolated structure. The level of theory is wB97M-V/def2-TZVPD.

Values from the calculation:
gap between HOMO and LUMO (alpha / beta): 0.1569 / 0.1543 hartree
relative energy (zero: lowest compared OMol25 entry of this formula, charge and spin): 227.6 kcal per mole
HOMO level (alpha / beta): -11.2 / -11.2 eV
net charge: +1
E_tot: -1821.52630 Ha
multiplicity: 3

Last column: Mulliken charge in e.
Cartesian coordinates (Å):
Pt  0.82  -0.09  1.39  0.989
Cl  3.64  1.38  4.33  0.012
C  5.63  2.28  -3.47  -0.821
C  4.14  2.27  -3.47  0.506
O  3.61  1.47  -2.71  -0.705
N  3.33  3.02  -4.20  -0.151
C  3.77  4.08  -5.11  -0.877
H  5.77  2.18  -2.39  0.257
H  6.00  3.12  -4.05  0.361
H  6.03  1.34  -3.85  0.253
H  2.35  2.91  -3.96  0.257
H  2.96  4.74  -5.44  0.305
H  4.32  3.68  -5.96  0.271
H  4.41  4.67  -4.44  0.346
C  -2.92  5.95  0.88  -1.103
C  -1.46  5.56  0.75  0.706
O  -1.10  4.42  0.86  -0.617
N  -0.56  6.57  0.54  -0.189
C  0.80  6.45  0.39  -0.813
H  -3.19  6.73  0.17  0.337
H  -3.12  6.44  1.84  0.279
H  -3.67  5.19  0.67  0.310
H  -0.93  7.46  0.23  0.233
H  1.12  7.39  0.83  0.298
H  0.95  6.43  -0.68  0.266
H  1.14  5.56  0.93  0.293
C  -4.21  0.39  6.60  -0.946
C  -3.86  -0.93  5.96  0.530
O  -2.87  -0.91  5.23  -0.683
N  -4.29  -2.08  6.45  -0.153
C  -5.41  -2.29  7.32  -0.820
H  -3.29  0.67  7.10  0.270
H  -5.03  0.62  7.28  0.335
H  -4.34  1.24  5.92  0.318
H  -3.68  -2.85  6.20  0.259
H  -6.34  -2.31  6.75  0.286
H  -5.61  -1.61  8.15  0.281
H  -5.20  -3.29  7.70  0.323
C  -4.57  -3.24  -1.57  -0.920
C  -3.43  -2.64  -2.40  0.698
O  -2.47  -2.04  -1.83  -0.693
N  -3.45  -2.89  -3.70  -0.210
C  -2.64  -2.36  -4.86  -0.837
H  -5.38  -3.46  -2.27  0.312
H  -4.96  -2.51  -0.86  0.281
H  -4.23  -4.16  -1.11  0.237
H  -4.25  -3.40  -4.05  0.219
H  -2.12  -3.17  -5.38  0.293
H  -2.05  -1.48  -4.62  0.313
H  -3.39  -2.12  -5.61  0.307
C  5.76  -4.39  0.54  -0.956
C  4.42  -4.90  -0.05  0.632
O  3.39  -4.26  0.27  -0.661
N  4.40  -5.71  -1.15  -0.216
C  3.20  -6.36  -1.62  -0.783
H  6.38  -5.29  0.62  0.361
H  5.56  -4.01  1.54  0.263
H  6.15  -3.61  -0.11  0.249
H  5.29  -6.17  -1.30  0.233
H  3.06  -7.22  -0.96  0.291
H  3.24  -6.79  -2.62  0.314
H  2.35  -5.67  -1.67  0.272

=====

# 4
This record from the OMol25 dataset describes C35H46N6O3P2Pt as an isolated structure. The level of theory is wB97M-V/def2-TZVPD.

Values from the calculation:
gap between HOMO and LUMO (alpha / beta): 0.2144 / 0.1196 hartree
relative energy (zero: lowest compared OMol25 entry of this formula, charge and spin): 22.5 kcal per mole
HOMO level (alpha / beta): -12.3 / -12.3 eV
net charge: +2
E_tot: -2716.70999 Ha
multiplicity: 5

Last column: Mulliken charge in e.
Cartesian coordinates (Å):
Pt  1.18  1.91  -0.81  0.858
C  2.12  -2.75  2.88  -0.901
C  1.58  -2.64  1.65  -0.419
C  0.19  -2.25  1.27  1.237
C  -0.25  -0.80  1.56  1.939
C  -1.22  -0.83  2.72  -0.333
C  -0.87  -1.26  3.95  -0.344
C  -0.06  -2.47  4.28  -0.877
C  1.50  -2.33  4.17  -0.532
C  -0.29  3.07  -0.30  -0.654
H  3.15  -3.10  2.99  0.507
H  2.21  -2.82  0.78  0.468
H  -0.57  -2.92  1.70  0.789
H  0.07  -2.39  0.19  -1.642
H  0.59  -0.11  1.75  -0.350
H  -0.77  -0.38  0.66  -1.037
H  -2.24  -0.49  2.49  0.390
H  -1.15  -0.65  4.80  0.467
H  -0.39  -3.33  3.66  0.321
H  -0.23  -2.66  5.36  0.414
H  1.76  -1.27  4.32  0.205
H  1.93  -2.92  5.00  0.508
H  -0.54  2.96  0.77  0.316
H  -1.21  3.07  -0.94  -0.260
H  0.20  4.03  -0.48  0.548
P  -2.61  1.57  -1.04  -0.027
P  -0.11  -1.15  -2.72  0.028
N  -3.87  1.24  0.10  0.412
N  -3.68  2.36  -2.21  0.582
N  -1.14  -2.58  -2.29  0.500
N  -0.04  -1.84  -4.42  0.198
C  -2.50  -0.06  -1.84  -0.743
C  -1.53  -0.07  -3.04  -1.415
C  -4.11  1.99  1.26  -0.663
C  -5.28  1.53  1.86  -0.721
C  -5.79  0.48  1.03  -0.786
C  -4.92  0.32  -0.03  -0.129
C  -3.65  3.71  -2.59  -0.474
C  -4.79  3.99  -3.34  -0.665
C  -5.55  2.78  -3.42  -0.671
C  -4.85  1.80  -2.73  -0.277
C  -0.78  -3.64  -1.47  -0.806
C  -1.87  -4.49  -1.30  -1.017
C  -2.91  -4.00  -2.14  -0.954
C  -2.44  -2.85  -2.75  -0.234
C  -0.36  -3.13  -4.85  -0.030
C  -0.49  -3.15  -6.24  -0.633
C  -0.16  -1.83  -6.70  -0.521
C  0.09  -1.05  -5.57  -0.158
H  -3.51  -0.35  -2.18  0.047
H  -2.23  -0.75  -1.02  0.811
H  -2.09  -0.38  -3.95  0.573
H  -1.11  0.92  -3.28  0.850
H  -3.42  2.77  1.54  0.444
H  -5.72  1.90  2.77  0.484
H  -6.70  -0.08  1.17  0.488
H  -4.94  -0.37  -0.86  0.388
H  -2.82  4.34  -2.30  0.401
H  -5.06  4.94  -3.77  0.428
H  -6.51  2.63  -3.90  0.450
H  -5.09  0.76  -2.57  0.346
H  0.25  -3.74  -1.13  0.872
H  -1.91  -5.36  -0.65  0.525
H  -3.87  -4.46  -2.33  0.549
H  -2.92  -2.22  -3.48  0.501
H  -0.51  -3.94  -4.15  0.479
H  -0.79  -4.01  -6.83  0.471
H  -0.13  -1.50  -7.73  0.467
H  0.35  -0.01  -5.48  0.436
C  5.44  -0.61  2.10  -1.199
C  5.12  0.61  2.94  -0.925
C  4.78  1.95  2.20  2.205
C  5.11  3.09  3.23  -1.168
C  4.47  2.96  4.60  -1.165
C  5.74  2.16  1.01  -0.322
O  6.94  2.37  1.12  -0.598
N  5.21  2.01  -0.27  0.035
C  3.85  1.96  -0.59  0.560
O  3.39  1.74  -1.74  -0.702
N  2.96  2.13  0.41  -0.524
C  3.27  1.90  1.74  0.112
O  2.37  1.60  2.53  -0.647
H  4.87  -0.62  1.15  0.241
H  5.17  -1.50  2.68  0.316
H  6.52  -0.65  1.87  0.354
H  4.27  0.41  3.61  0.406
H  5.98  0.83  3.61  0.402
H  6.20  3.08  3.39  0.454
H  4.90  4.07  2.80  0.502
H  5.05  2.30  5.25  0.322
H  4.44  3.94  5.08  0.390
H  3.46  2.57  4.51  0.241
H  5.88  2.02  -1.03  0.291

=====

# 5
This record from the OMol25 dataset describes a 9-piece molecular cluster, C36H50F24O18 overall. The level of theory is wB97M-V/def2-TZVPD.

Values from the calculation:
gap between HOMO and LUMO (alpha / beta): 0.0701 / 0.2398 hartree
HOMO level (alpha / beta): -0.5 / -5.1 eV
net charge: -1
E_tot: -5152.74457 Ha
multiplicity: 2

Last column: Mulliken charge in e.
Cartesian coordinates (Å):
C  -12.02  15.49  -26.24  -0.066
O  -11.47  16.41  -27.17  -0.031
C  -10.00  16.54  -27.10  -1.204
C  -9.40  17.24  -25.85  0.415
O  -9.43  18.65  -25.90  -0.114
C  -10.79  19.14  -26.01  -0.205
H  -11.77  14.45  -26.44  0.344
H  -13.11  15.53  -26.25  -0.359
H  -11.70  15.65  -25.21  0.024
H  -9.60  17.08  -27.96  0.106
H  -9.68  15.51  -27.27  0.641
H  -8.38  16.85  -25.79  0.367
H  -9.89  17.04  -24.90  -0.168
H  -11.09  18.80  -27.00  -0.405
H  -10.71  20.22  -26.09  0.219
H  -11.46  18.81  -25.21  0.318
C  -12.90  17.47  -30.09  -0.200
C  -13.44  18.05  -31.30  -0.540
O  -14.25  19.19  -30.92  -0.229
C  -15.60  19.02  -30.59  0.448
O  -16.27  17.99  -30.83  -0.562
C  -16.20  20.23  -29.81  0.760
F  -16.68  19.85  -28.60  -0.173
F  -15.21  21.18  -29.60  -0.258
F  -17.09  20.85  -30.59  -0.247
H  -12.28  18.11  -29.48  -0.116
H  -12.25  16.65  -30.42  0.498
H  -13.71  16.98  -29.55  -0.084
H  -13.85  17.21  -31.86  0.332
H  -12.63  18.41  -31.94  0.374
C  -7.87  19.58  -22.37  -1.115
C  -7.55  18.13  -22.19  0.170
O  -7.75  17.54  -20.91  -0.151
C  -6.77  17.42  -19.95  0.365
O  -5.57  17.49  -20.19  -0.525
C  -7.27  17.04  -18.52  0.848
F  -7.02  15.77  -18.21  -0.254
F  -6.62  17.77  -17.61  -0.250
F  -8.59  17.21  -18.28  -0.240
H  -7.49  19.96  -23.31  0.341
H  -7.40  20.16  -21.58  0.376
H  -8.95  19.67  -22.29  0.278
H  -6.48  18.21  -22.37  0.349
H  -8.04  17.54  -22.96  -0.102
C  -4.15  19.26  -32.61  -1.118
C  -4.02  17.95  -31.76  -0.218
O  -5.26  17.67  -31.05  -0.118
C  -5.34  16.64  -30.19  0.002
O  -4.38  15.81  -30.00  -0.632
C  -6.67  16.40  -29.58  1.232
F  -7.13  15.22  -29.98  -0.312
F  -6.60  16.34  -28.27  -0.225
F  -7.56  17.34  -29.83  -0.181
H  -4.52  20.14  -32.07  0.257
H  -4.85  19.11  -33.43  0.298
H  -3.22  19.62  -33.05  0.400
H  -3.25  18.26  -31.04  0.259
H  -3.68  17.10  -32.35  0.318
C  -15.28  13.94  -24.42  -0.716
C  -16.52  12.95  -24.50  -0.531
O  -17.62  13.71  -25.01  -0.095
C  -18.83  13.27  -24.60  0.196
O  -19.17  12.12  -24.30  -0.535
C  -19.91  14.31  -24.93  0.904
F  -19.31  15.58  -25.14  -0.204
F  -20.60  13.91  -26.06  -0.238
F  -20.85  14.44  -23.94  -0.259
H  -15.13  14.57  -25.29  -0.176
H  -14.39  13.43  -24.05  0.410
H  -15.64  14.65  -23.67  0.389
H  -16.71  12.49  -23.54  0.483
H  -16.28  12.14  -25.19  0.284
C  -9.68  22.86  -23.34  -0.933
C  -8.14  23.15  -23.25  -0.015
O  -7.72  24.41  -23.66  -0.313
C  -7.48  24.65  -25.01  0.376
O  -7.84  23.90  -25.98  -0.463
C  -6.78  26.09  -25.21  0.772
F  -5.57  25.83  -25.79  -0.255
F  -7.47  26.83  -26.04  -0.230
F  -6.56  26.76  -24.09  -0.236
H  -10.26  23.71  -23.01  0.337
H  -9.80  21.93  -22.79  0.328
H  -10.02  22.55  -24.33  0.167
H  -7.66  22.41  -23.88  0.113
H  -7.84  22.91  -22.23  0.377
C  -14.02  13.33  -28.05  -0.954
C  -15.46  13.67  -28.50  -0.403
O  -15.66  14.98  -28.01  0.000
C  -16.90  15.47  -27.69  0.391
O  -17.97  14.81  -27.78  -0.602
C  -16.88  16.93  -27.12  0.830
F  -17.88  17.58  -27.70  -0.298
F  -17.20  16.98  -25.89  -0.232
F  -15.72  17.52  -27.41  -0.166
H  -13.80  12.37  -28.52  0.492
H  -13.83  13.05  -27.02  0.236
H  -13.25  14.02  -28.38  0.147
H  -16.10  12.95  -27.99  0.292
H  -15.59  13.47  -29.56  0.368
C  -10.45  15.63  -21.25  -1.439
C  -9.71  15.20  -22.50  0.976
O  -8.82  14.06  -22.31  -0.310
C  -8.24  13.62  -23.38  0.355
O  -8.37  14.17  -24.52  -0.488
C  -7.41  12.31  -23.18  0.881
F  -6.97  11.80  -24.34  -0.236
F  -6.33  12.55  -22.46  -0.249
F  -8.18  11.45  -22.54  -0.251
H  -10.96  16.59  -21.34  0.339
H  -9.70  15.59  -20.46  0.211
H  -11.18  14.88  -20.94  0.431
H  -9.34  16.15  -22.89  -0.614
H  -10.48  14.92  -23.22  0.294
C  -10.55  21.25  -29.46  -0.857
C  -9.37  20.64  -30.06  -0.301
O  -8.48  20.34  -28.95  0.011
C  -7.07  20.16  -29.13  -0.032
O  -6.47  20.31  -30.23  -0.783
C  -6.30  20.01  -27.81  0.795
F  -5.01  20.02  -28.13  -0.293
F  -6.56  21.05  -26.93  -0.350
F  -6.54  18.85  -27.15  -0.187
H  -10.18  22.11  -28.89  0.256
H  -11.15  20.57  -28.86  -0.012
H  -11.29  21.70  -30.12  0.409
H  -8.88  21.29  -30.78  0.316
H  -9.57  19.72  -30.60  0.153

=====

# 6
This record from the OMol25 dataset describes CH4ClOPS as an isolated structure. The level of theory is wB97M-V/def2-TZVPD.

Values from the calculation:
gap between HOMO and LUMO: 0.2984 hartree
relative energy (zero: lowest compared OMol25 entry of this formula, charge and spin): 38.9 kcal per mole
HOMO level: -9.7 eV
net charge: 0
E_tot: -1315.47175 Ha

Last column: Mulliken charge in e.
Cartesian coordinates (Å):
C  -0.57  -0.45  -0.28  -0.749
O  1.54  1.19  0.55  -0.442
P  0.35  1.18  -0.55  0.654
S  0.63  1.88  -2.36  -0.264
Cl  -1.40  2.75  0.97  -0.457
H  -0.31  -1.18  -1.20  0.300
H  -0.06  -1.03  0.63  0.270
H  -1.53  -0.12  -0.21  0.329
H  2.03  1.96  0.75  0.357

=====

# 7
This record from the OMol25 dataset describes a 2-piece molecular cluster, C3H7FO overall. The level of theory is wB97M-V/def2-TZVPD.

Values from the calculation:
gap between HOMO and LUMO: 0.3718 hartree
relative energy (zero: lowest compared OMol25 entry of this formula, charge and spin): 19.7 kcal per mole
HOMO level: -9.4 eV
net charge: 0
E_tot: -293.56236 Ha

Last column: Mulliken charge in e.
Cartesian coordinates (Å):
C  2.51  1.30  0.73  -0.771
C  2.50  0.09  0.17  0.597
O  2.37  -1.02  0.92  -0.462
F  2.70  -0.19  -1.13  -0.241
H  2.32  1.48  1.72  0.294
H  2.81  2.15  0.16  0.260
H  1.90  -1.68  0.42  0.323
C  -1.69  -0.31  -0.72  -0.835
H  -1.88  0.45  0.07  0.221
H  -2.51  -0.34  -1.48  0.246
H  -0.62  -0.01  -1.12  0.136
H  -1.50  -1.32  -0.43  0.232

=====

# 8
This record from the OMol25 dataset describes one molecule with the formula C5H8O. The level of theory is wB97M-V/def2-TZVPD.

Values from the calculation:
gap between HOMO and LUMO (alpha / beta): 0.2787 / 0.2787 hartree
relative energy (zero: lowest compared OMol25 entry of this formula, charge and spin): 86.7 kcal per mole
HOMO level (alpha / beta): -7.9 / -7.9 eV
net charge: 0
E_tot: -270.41971 Ha

Last column: Mulliken charge in e.
Cartesian coordinates (Å):
C  -0.07  1.59  -0.62  -1.430
C  -0.09  -0.74  0.32  0.928
C  -0.50  -1.34  -0.98  -1.170
O  -0.09  -1.62  1.30  -0.388
C  0.28  0.60  0.48  0.215
C  1.10  1.02  1.54  -0.517
H  0.21  2.58  -0.27  0.389
H  0.47  1.40  -1.55  0.290
H  -1.14  1.59  -0.85  0.315
H  -0.43  -2.43  -0.93  0.368
H  0.12  -0.97  -1.80  0.305
H  -1.54  -1.07  -1.21  0.290
H  0.16  -1.14  2.11  0.238
H  1.28  0.19  2.27  0.167